C8H17N3O3 | ωB97M-V with the def2-TZVPD basis set

Structure (XYZ):
```
31
Properties=species:S:1:pos:R:3:nbo_charge:R:1
C 1.02 -0.76 -0.16 -0.147
C 0.82 -0.85 -1.63 0.677
C 0.91 0.63 0.30 -0.423
C 1.19 1.01 1.79 -0.382
C 1.28 2.59 2.19 -0.401
C 1.28 2.51 3.69 -0.229
C -1.61 -1.76 -1.17 -0.341
C -2.78 -1.62 -2.12 0.792
H 2.21 -1.87 1.54 0.358
H 3.04 -0.58 -0.15 0.376
H 0.17 -1.24 0.50 0.167
H 1.53 1.19 -0.33 0.217
H -0.11 0.85 0.25 0.199
H 2.20 0.78 2.00 0.192
H 0.59 0.38 2.71 0.186
H 2.25 3.02 1.81 0.212
H 0.29 3.18 1.68 0.190
H 0.50 1.84 4.11 0.187
H 2.28 2.08 3.97 0.184
H 0.02 3.95 4.18 0.354
H 1.60 4.51 3.89 0.349
H -0.78 -1.16 -2.85 0.425
H -1.90 -1.00 -0.39 0.232
H -1.50 -2.57 -0.56 0.221
H -3.58 -3.01 -0.64 0.510
N 2.21 -1.40 0.18 -0.812
N 1.00 3.75 4.31 -0.826
N -0.43 -1.23 -1.84 -0.610
O 1.56 -0.42 -2.52 -0.612
O -2.82 -0.88 -3.21 -0.558
O -3.86 -2.29 -1.48 -0.687
```

2S+1   1
DFT total energy   -704.7792 hartree
Energy above the lowest of the compared OMol25 structures with the same formula, charge and spin   161.2 kcal per mole
HOMO energy   -9.070 eV
HOMO-LUMO gap   8.7 eV

---

C8H17N5O3 | ωB97M-V with the def2-TZVPD basis set

Structure (XYZ):
```
33
Properties=species:S:1:pos:R:3:nbo_charge:R:1
H 3.21 1.52 -2.30 0.361
N 2.34 1.30 -1.76 -0.926
C 1.69 2.46 -1.45 0.644
N 1.21 3.34 -2.42 -0.814
N 1.16 2.69 -0.19 -0.634
C 1.68 1.95 0.97 -0.207
C 1.56 0.40 0.87 -0.434
C 0.13 -0.16 1.21 -0.417
C -0.86 0.06 0.07 -0.112
N -2.27 -0.59 0.38 -0.671
C -2.56 -1.93 0.53 0.677
O -3.46 -2.48 -0.04 -0.593
C -1.52 -2.84 1.34 -0.335
N -2.04 -4.18 1.70 -0.824
C -0.40 -0.71 -1.15 0.790
O -0.29 -1.89 -1.25 -0.563
O 0.04 0.03 -2.22 -0.748
H 1.16 4.33 -2.12 0.382
H 1.62 3.24 -3.32 0.397
H 0.16 3.11 -0.17 0.406
H 2.71 2.20 1.14 0.210
H 1.13 2.26 1.79 0.197
H 1.72 0.07 -0.18 0.253
H 2.31 -0.13 1.43 0.223
H -0.23 0.40 2.02 0.200
H -0.06 -1.22 1.45 0.242
H -1.02 0.98 -0.29 0.210
H -3.08 -0.04 0.06 0.401
H -0.49 -2.90 0.84 0.242
H -1.33 -2.30 2.26 0.189
H -2.91 -4.19 2.26 0.360
H -2.34 -4.61 0.82 0.365
H 1.03 -0.17 -2.31 0.531
```

2S+1   1
DFT total energy   -814.4810 hartree
Energy above the lowest of the compared OMol25 structures with the same formula, charge and spin   80.2 kcal per mole
HOMO energy   -9.059 eV
HOMO-LUMO gap   9.4 eV

---

C8H17NP | ωB97M-V with the def2-TZVPD basis set

Structure (XYZ):
```
27
Properties=species:S:1:pos:R:3:mulliken_spin:R:1
C 1.16 -0.94 1.78 0.396
C 0.75 -0.95 0.57 0.050
C -1.15 -1.46 -0.97 -0.024
C -1.97 -0.12 -1.11 0.118
C -3.73 0.85 1.39 0.680
C 2.59 1.80 -0.20 0.003
C 1.80 -0.68 -0.57 0.017
C 1.81 0.73 -1.07 -0.004
N -0.45 -1.50 0.26 0.494
P -2.30 0.42 0.68 0.223
H 0.52 -1.19 2.64 0.015
H 2.02 -0.41 2.04 0.032
H -1.95 -2.24 -1.00 0.003
H -0.59 -1.64 -1.90 0.015
H -1.43 0.72 -1.65 0.005
H -2.94 -0.13 -1.61 -0.013
H -4.69 0.25 1.27 0.012
H -3.70 1.36 2.28 0.009
H 2.34 1.90 0.90 -0.004
H 3.60 1.49 -0.40 0.001
H 2.65 2.79 -0.66 0.000
H 2.70 -0.96 -0.09 0.005
H 1.75 -1.42 -1.45 -0.004
H 0.80 1.13 -1.23 -0.001
H 2.42 0.87 -1.91 0.002
H -0.74 -1.98 1.10 -0.048
H -1.28 1.31 0.94 0.020
```

2S+1   3
<S²>   2.03
DFT total energy   -710.6620 hartree
Total charge   +1
Energy above the lowest of the compared OMol25 structures with the same formula, charge and spin   23.0 kcal per mole
HOMO energy (spin up / spin down)   -9.984 / -12.749 eV
HOMO-LUMO gap (spin up / spin down)   7.0 / 5.6 eV

---

C8H18BrNO | ωB97M-V with the def2-TZVPD basis set

Structure (XYZ):
```
29
Properties=species:S:1:pos:R:3:nbo_charge:R:1
C -2.00 -1.01 -1.64 -0.613
C -1.16 -2.31 -1.81 -0.447
C -0.14 -2.60 -0.70 -0.191
Br -0.96 -3.69 0.72 -0.008
C 0.62 -1.38 -0.13 -0.279
C 1.06 -0.23 -1.07 -0.427
C 1.26 0.92 -0.05 -0.224
N 0.26 0.67 1.00 -0.517
C 0.14 -0.81 1.25 -0.223
H -1.86 -0.41 -2.54 0.219
H -1.72 -0.40 -0.79 0.176
H -3.06 -1.23 -1.61 0.231
H -0.70 -2.36 -2.79 0.220
H -1.87 -3.13 -1.79 0.235
H 0.61 -3.25 -1.12 0.225
H 1.58 -1.82 0.14 0.229
H 2.02 -0.34 -1.58 0.241
H 0.37 0.10 -1.84 0.224
H 2.23 0.80 0.46 0.208
H 1.28 1.94 -0.42 0.257
H -0.62 0.88 0.52 0.419
H 0.32 1.25 1.87 0.503
H -0.89 -0.98 1.53 0.245
H 0.92 -1.10 1.95 0.231
C 0.45 4.09 2.11 -0.201
O -0.39 3.24 2.75 -0.975
H 1.54 3.93 2.29 0.077
H 0.40 4.04 0.98 0.051
H 0.32 5.18 2.31 0.114
```

2S+1   1
DFT total energy   -3019.4852 hartree
HOMO energy   -5.868 eV
HOMO-LUMO gap   5.8 eV

---

C8H18Cl12N2O4 | ωB97M-V with the def2-TZVPD basis set

Structure (XYZ):
```
44
Properties=species:S:1:pos:R:3:nbo_charge:R:1
C 0.38 -5.71 -1.86 -0.486
N -0.88 -6.27 -1.29 0.524
O -1.07 -6.24 -0.08 -0.363
O -1.68 -6.73 -2.12 -0.381
H 0.81 -4.94 -1.22 0.230
H 0.08 -5.21 -2.78 0.236
H 1.03 -6.56 -2.06 0.240
C -0.58 -0.12 0.91 -0.486
N -0.08 0.85 -0.15 0.527
O -0.84 1.16 -1.08 -0.392
O 1.11 1.07 -0.13 -0.352
H -1.12 -0.94 0.44 0.235
H -1.28 0.45 1.52 0.234
H 0.26 -0.53 1.48 0.234
Cl -4.38 -2.42 -5.92 -0.017
C -5.79 -1.90 -4.96 -0.380
Cl -6.90 -0.88 -5.96 -0.046
H -6.40 -2.75 -4.65 0.220
H -5.46 -1.44 -4.03 0.224
Cl -6.21 -3.50 5.61 -0.042
C -7.22 -2.43 4.56 -0.391
Cl -6.85 -2.77 2.87 -0.010
H -8.26 -2.58 4.82 0.223
H -7.01 -1.39 4.78 0.220
Cl -2.82 6.69 -5.85 -0.024
C -1.56 7.02 -4.69 -0.415
Cl -2.29 7.37 -3.14 -0.009
H -0.98 6.10 -4.70 0.225
H -0.93 7.85 -5.01 0.223
Cl -0.33 4.63 5.66 -0.022
C 0.82 4.26 6.95 -0.407
Cl 2.44 3.87 6.35 -0.014
H 0.93 5.11 7.62 0.221
H 0.35 3.47 7.54 0.222
Cl 7.02 -2.22 1.59 -0.006
C 6.40 -2.30 3.23 -0.400
Cl 5.01 -3.46 3.35 -0.038
H 7.22 -2.48 3.92 0.223
H 6.11 -1.31 3.59 0.221
Cl 9.61 2.60 -3.52 -0.030
C 8.03 3.35 -3.11 -0.366
Cl 8.31 4.49 -1.73 -0.061
H 7.74 4.10 -3.86 0.228
H 7.26 2.62 -2.85 0.230
```

2S+1   1
DFT total energy   -6248.1312 hartree
Energy above the lowest of the compared OMol25 structures with the same formula, charge and spin   43.9 kcal per mole
HOMO energy   -10.906 eV
HOMO-LUMO gap   10.8 eV

---

C8H18Cl2O3PPdS | ωB97M-V with the def2-TZVPD basis set

Structure (XYZ):
```
34
Properties=species:S:1:pos:R:3:mulliken_spin:R:1
C 0.59 -3.04 -0.83 0.036
C -0.35 -1.97 -0.47 0.000
H 0.01 -3.86 -1.24 0.000
H 1.13 -3.32 0.09 -0.001
H 1.31 -2.65 -1.57 -0.003
O -1.51 -1.93 -0.26 0.178
Cl 2.10 -0.79 -0.51 0.644
Pd -0.18 0.55 0.09 1.078
P 0.08 0.89 -2.14 0.220
C -1.51 1.47 -2.78 0.035
C 1.22 2.27 -2.34 -0.005
H 1.61 -0.72 -3.08 -0.003
H 0.62 0.11 -4.35 0.013
H -0.10 -1.20 -3.36 -0.002
C 0.60 -0.36 -3.35 0.032
H 2.15 2.03 -1.81 0.001
H 1.41 2.44 -3.41 0.011
H -1.38 1.75 -3.83 0.014
H -1.83 2.34 -2.20 0.003
H 0.78 3.17 -1.86 -0.001
H -2.25 0.66 -2.69 -0.006
C -2.09 0.78 0.23 0.137
O -3.21 0.98 0.43 -0.002
Cl 0.28 2.51 1.14 0.649
C -0.51 1.06 4.01 0.073
S 0.66 -0.06 3.21 0.294
C 0.65 -1.37 4.43 0.069
O -0.11 -0.69 2.07 0.509
H -0.11 1.26 5.01 -0.001
H -1.48 0.56 4.03 0.013
H -0.54 1.97 3.40 0.005
H -0.38 -1.73 4.53 0.010
H 1.30 -2.16 4.05 0.004
H 1.06 -0.95 5.36 -0.001
```

2S+1   5
<S²>   6.03
DFT total energy   -2327.7996 hartree
Total charge   +3
Energy above the lowest of the compared OMol25 structures with the same formula, charge and spin   10.6 kcal per mole
HOMO energy (spin up / spin down)   -19.061 / -20.716 eV
HOMO-LUMO gap (spin up / spin down)   6.0 / 5.2 eV

---

C8H18ClF3MoN3O7S | ωB97M-V with the def2-TZVPD basis set

Structure (XYZ):
```
42
Properties=species:S:1:pos:R:3:mulliken_spin:R:1
Mo 0.28 -0.01 -0.36 2.218
C 0.68 -1.90 2.03 0.009
C 0.31 -2.73 0.81 -0.013
N -0.67 -1.98 -0.03 -0.013
C -2.03 -1.84 0.58 0.008
C -2.54 -0.41 0.46 -0.009
N -1.47 0.54 0.83 -0.012
C -1.14 0.59 2.29 0.008
C 0.36 0.52 2.55 -0.002
N 1.00 -0.49 1.66 -0.021
H -0.14 -1.88 2.75 0.000
H 1.53 -2.36 2.55 -0.002
H 1.19 -2.91 0.19 0.001
H -0.10 -3.69 1.12 0.002
H -0.76 -2.49 -0.91 0.012
H -2.73 -2.52 0.09 -0.001
H -1.97 -2.15 1.62 0.000
H -2.81 -0.18 -0.57 0.002
H -3.42 -0.27 1.08 0.002
H -1.71 1.49 0.51 0.007
H -1.53 1.51 2.72 -0.001
H -1.67 -0.24 2.78 -0.001
H 0.83 1.48 2.34 -0.006
H 0.54 0.27 3.60 0.002
H 2.01 -0.36 1.69 0.010
O 1.63 1.04 -3.09 -0.023
Cl 0.91 -0.01 -2.43 -0.133
O 1.96 -1.86 -4.02 0.001
O -0.66 0.30 -2.33 -0.042
O 1.95 -0.89 -1.45 -0.045
F 0.82 5.58 -0.78 0.000
C 1.19 4.35 -1.12 0.003
F 2.51 4.25 -1.08 0.000
F 0.77 4.09 -2.35 0.000
S 0.43 3.18 0.07 0.002
O 0.78 3.62 1.38 0.002
O -0.97 3.09 -0.28 0.000
O 1.15 1.89 -0.29 0.022
C 0.74 -1.42 -3.70 0.011
H 0.27 -0.89 -4.52 0.002
H 0.07 -2.10 -3.17 0.001
H 2.42 -2.18 -3.23 -0.001
```

2S+1   3
<S²>   2.10
DFT total energy   -2232.2561 hartree
Total charge   +1
Energy above the lowest of the compared OMol25 structures with the same formula, charge and spin   33.6 kcal per mole
HOMO energy (spin up / spin down)   -12.536 / -12.415 eV
HOMO-LUMO gap (spin up / spin down)   8.8 / 8.5 eV

---

C8H18F3I2O4P2ReS | ωB97M-V with the def2-TZVPD basis set

Structure (XYZ):
```
39
Properties=species:S:1:pos:R:3:mulliken_spin:R:1
I 2.36 1.58 -0.62 0.630
I -0.99 -2.27 -0.42 0.628
Re 0.61 -0.27 -0.04 1.433
P -1.13 1.45 -2.27 0.013
C -1.95 2.92 -1.67 0.005
C 0.26 2.00 -3.23 0.010
H -0.24 2.39 -4.13 0.003
H -2.31 0.61 -4.09 0.003
H 0.96 1.19 -3.49 0.005
H -1.20 -0.62 -3.41 -0.005
H -1.21 3.43 -1.05 0.000
H 0.80 2.81 -2.72 -0.001
C -1.93 0.16 -3.17 0.019
H -2.16 3.63 -2.47 0.002
H -2.73 -0.30 -2.59 0.002
H -2.82 2.64 -1.06 0.000
P 2.20 -1.52 0.84 0.036
C 2.15 -1.20 2.64 0.015
C 1.96 -3.35 0.70 0.040
H 4.01 -1.38 -0.75 -0.003
H 4.53 -2.17 0.79 0.000
H 4.32 -0.36 0.68 0.007
C 3.95 -1.34 0.35 0.026
H 1.86 -3.57 -0.37 -0.002
H 2.80 -3.93 1.13 -0.001
H 2.84 -1.90 3.13 0.001
H 1.11 -1.34 2.98 -0.003
H 1.03 -3.60 1.20 0.009
H 2.45 -0.15 2.80 0.001
C 0.20 0.85 1.54 0.032
O 0.14 1.72 2.33 0.068
F -3.88 -0.77 3.66 -0.001
C -2.77 -0.18 3.19 -0.002
F -2.40 0.78 4.05 0.000
F -1.80 -1.11 3.14 0.001
S -2.99 0.59 1.25 -0.001
O -4.03 -0.19 0.60 -0.004
O -3.16 2.01 1.49 0.013
O -0.86 0.78 -0.91 0.021
```

2S+1   4
<S²>   3.80
DFT total energy   -2669.5211 hartree
Total charge   +3
Energy above the lowest of the compared OMol25 structures with the same formula, charge and spin   0.0 kcal per mole
HOMO energy (spin up / spin down)   -19.153 / -18.796 eV
HOMO-LUMO gap (spin up / spin down)   4.0 / 3.5 eV

---

Question: Number 6 is which compound?
Answer: C8H18Cl2O3PPdS